# 1
46
Properties=species:S:1:pos:R:3 method="wB97M-V/def2-TZVPD" homo_lumo_gap_ev=7.20 e_above_lowest_ev=1.8013 e_homo_ev=-4.95 total_charge=-1
Cd 0.1623 -0.2576 -0.4420
N 0.4629 -0.8738 -3.6179
O 0.2299 -1.8676 -4.3263
O 0.4030 -0.9623 -2.4208
O 0.7010 0.2229 -4.1902
N 0.5301 -3.0557 1.0509
O 1.2860 -4.0305 1.0341
O 0.6525 -2.1801 0.2717
O -0.3359 -3.0035 1.8993
N -0.4682 2.6260 -1.9761
O -0.2269 1.6629 -1.2070
O -1.2458 3.4539 -1.6650
O 0.0752 2.6545 -3.0683
N 2.2623 0.2147 -0.3670
C 2.6755 1.5357 -0.2600
C 3.9865 2.0844 -0.3106
C 4.9810 1.0945 -0.5498
C 4.6672 -0.2657 -0.7225
C 3.3324 -0.6231 -0.5429
H 1.9221 2.2701 -0.0160
H 4.1642 3.1450 -0.2104
H 5.9886 1.4827 -0.5691
H 5.4517 -0.9811 -0.9206
H 3.0641 -1.6649 -0.4477
N -1.9877 -0.6794 -0.6922
C -2.7248 -1.3918 0.2175
C -3.9910 -1.8839 -0.0268
C -4.6706 -1.4307 -1.1527
C -4.0158 -0.6148 -2.0883
C -2.6800 -0.3431 -1.8208
H -2.1976 -1.6347 1.1283
H -4.5118 -2.4564 0.7265
H -5.6217 -1.8056 -1.5011
H -4.4907 -0.2537 -2.9885
H -2.1290 0.2019 -2.5729
N -0.2308 0.2433 1.5977
C -1.2881 1.0746 1.8721
C -1.5515 1.6422 3.1608
C -0.6839 1.3181 4.2219
C 0.3741 0.4921 3.9625
C 0.5696 -0.0170 2.6912
H -2.0321 1.2786 1.1163
H -2.4615 2.2224 3.2003
H -0.9181 1.6467 5.2237
H 1.0326 0.2650 4.7880
H 1.4884 -0.5550 2.5104

# 2
36
Properties=species:S:1:pos:R:3 method="wB97M-V/def2-TZVPD" homo_lumo_gap_ev=4.72 e_above_lowest_ev=0.0000 e_homo_ev=-11.26 total_charge=+1
F 3.7907 -2.7250 2.9053
C 2.5012 -2.2860 2.7034
C 1.6118 -2.4133 3.7694
C 0.3220 -1.9376 3.5330
F -0.6255 -2.1084 4.5185
C -0.0648 -1.3375 2.3470
C 0.8534 -1.2515 1.2533
C 0.3306 -0.7528 0.0184
C 1.0337 -0.3077 -1.1449
C 0.2204 0.1615 -2.2198
C 0.7279 0.3509 -3.4926
C 2.0789 0.0924 -3.7773
C 2.8876 -0.2617 -2.6992
F 4.1996 -0.5740 -2.9798
C 2.4395 -0.3632 -1.3837
C 2.1582 -1.7765 1.4564
H 1.8872 -2.8880 4.7089
H -1.0804 -0.9596 2.2234
H -0.6982 -1.0960 -0.1794
H -0.8371 0.3444 -2.0175
H 0.0689 0.6876 -4.2904
H 2.4731 0.1535 -4.7926
H 3.1666 -0.5183 -0.5920
H 2.8711 -1.8504 0.6445
C -2.3915 3.1381 0.5573
N -2.3460 1.9602 -0.2904
C -3.6433 1.6451 -0.8694
N -1.8203 0.8697 0.4296
H -2.7280 3.9726 -0.0695
H -3.1102 3.0245 1.3923
H -1.3939 3.3437 0.9612
H -3.9566 2.5305 -1.4337
H -3.5352 0.7939 -1.5515
H -4.4160 1.4258 -0.1114
H -2.1736 0.0062 0.0209
H -0.8018 0.9070 0.4523

# 3
10
Properties=species:S:1:pos:R:3 method="wB97M-V/def2-TZVPD" homo_lumo_gap_ev=9.21 e_above_lowest_ev=2.6487 e_homo_ev=-10.02 total_charge=0
C -1.2697 0.6857 1.8470
C -0.1433 -0.1381 0.3494
N -1.0376 0.7557 0.4955
N -0.6046 -0.2622 2.4669
N 0.1463 -0.7829 1.4772
P 0.8517 -0.7462 -1.9184
H -1.8830 1.2803 2.5400
H 0.6562 -1.6549 1.3979
H 1.7132 -1.6808 -1.5700
H 1.6885 0.2360 -1.4843

# 4
50
Properties=species:S:1:pos:R:3 method="wB97M-V/def2-TZVPD" homo_lumo_gap_ev=10.29 e_homo_ev=-10.12 total_charge=0
O -1.2601 -6.2769 -0.8970
B -0.9162 -5.5186 -2.0320
O -0.4402 -6.2264 -3.1421
O -1.0771 -4.1260 -2.1013
B -0.3013 -3.4571 -1.1700
O -0.6162 -2.1365 -0.7901
B -0.1919 -2.0548 0.5376
Cl -1.3138 -1.7606 1.9058
O 1.1745 -2.2204 0.8301
B 1.5799 -3.3958 0.2172
Cl 3.2771 -3.9206 0.5464
O 0.7884 -4.1774 -0.6169
H -2.0236 -6.8100 -1.1734
H 0.5182 -6.3439 -3.1108
C 2.2336 1.9118 4.0619
C 3.1185 0.7670 3.5842
C 2.3173 -0.4057 3.0133
C 1.4177 -0.9640 4.0450
N 0.7267 -1.3923 4.8582
H 1.5800 1.6006 4.8798
H 2.8457 2.7360 4.4314
H 1.6101 2.2905 3.2479
H 3.7353 0.4229 4.4188
H 3.7967 1.1397 2.8163
H 2.9910 -1.1922 2.6717
H 1.7196 -0.0794 2.1615
C 0.4045 3.7998 -0.1341
C 1.2515 5.0495 0.0837
C 2.7128 4.8598 -0.3362
C 3.3335 3.7778 0.4554
N 3.8097 2.9354 1.0752
H 0.7594 2.9634 0.4713
H -0.6315 3.9889 0.1503
H 0.4177 3.4943 -1.1828
H 1.2047 5.3314 1.1384
H 0.8226 5.8751 -0.4885
H 3.2740 5.7813 -0.1749
H 2.7771 4.6056 -1.3958
C -4.2888 1.2148 -3.1538
C -4.4213 -0.2910 -3.3500
C -3.9591 -1.0948 -2.1305
C -2.5335 -0.8250 -1.8483
N -1.4194 -0.6169 -1.6323
H -3.2486 1.5096 -3.0065
H -4.6558 1.7463 -4.0333
H -4.8670 1.5501 -2.2892
H -3.8420 -0.5876 -4.2277
H -5.4665 -0.5323 -3.5586
H -4.0876 -2.1639 -2.3147
H -4.5493 -0.8298 -1.2510